Record 1
Entry from OMol25: an isolated molecule of C22H26N4O7S2 at a distorted geometry (ωB97M-V with the def2-TZVPD basis set).

The energy above the lowest of the compared OMol25 structures with the same formula, charge and spin comes out at 0.00 kJ/mol. As for the SMILES: COc1ccc(N(CC(=O)NCCc2ccc(S(N)(=O)=O)cc2)S(=O)(=O)c2c(C)noc2C)cc1. As for the orbital gap: 8.38 eV. The value obtained for the HOMO energy is -0.2943 hartree.

Structure (ORCA input):
```
! RIJCOSX wB97M-V def2-TZVPD def2/J DEFGRID3
* xyz 0 1
C 3.368 2.123 -3.281
O 2.302 2.967 -2.894
C 1.449 2.519 -1.941
C 0.362 3.342 -1.640
C -0.562 2.976 -0.686
C -0.445 1.755 -0.022
N -1.329 1.388 1.007
C -2.753 1.636 0.928
C -3.456 0.527 0.139
O -3.867 0.690 -0.992
N -3.578 -0.625 0.822
C -4.143 -1.815 0.226
C -3.162 -2.989 0.214
C -1.832 -2.707 -0.433
C -0.708 -3.373 0.049
C 0.539 -3.138 -0.494
C 0.658 -2.240 -1.535
S 2.285 -1.924 -2.157
N 2.768 -3.464 -2.641
O 2.239 -1.067 -3.311
O 3.156 -1.550 -1.075
C -0.440 -1.580 -2.044
C -1.689 -1.817 -1.492
S -0.818 0.299 2.161
O -0.660 -1.041 1.669
O -1.742 0.448 3.255
C 0.745 0.962 2.618
C 2.054 0.391 2.613
C 2.453 -0.961 2.167
N 2.902 1.265 3.084
O 2.217 2.397 3.395
C 0.924 2.224 3.123
C -0.048 3.310 3.369
C 0.630 0.933 -0.330
C 1.582 1.315 -1.258
H 4.089 1.999 -2.467
H 3.009 1.140 -3.598
H 3.849 2.629 -4.117
H 0.263 4.277 -2.168
H -1.380 3.645 -0.468
H -3.131 1.670 1.952
H -2.939 2.588 0.431
H -3.133 -0.716 1.724
H -5.035 -2.109 0.792
H -4.453 -1.540 -0.784
H -3.642 -3.824 -0.305
H -2.978 -3.302 1.244
H -0.811 -4.062 0.873
H 1.425 -3.624 -0.118
H 2.680 -3.580 -3.638
H 3.703 -3.674 -2.332
H -0.304 -0.878 -2.852
H -2.540 -1.283 -1.884
H 2.805 -0.931 1.134
H 1.597 -1.630 2.217
H 3.266 -1.327 2.787
H -0.235 3.854 2.444
H -0.984 2.878 3.714
H 0.348 4.001 4.109
H 0.721 -0.027 0.147
H 2.408 0.652 -1.447
*
```



Record 2
Entry from OMol25: a structure of composition C22H26N5O5Ti at a distorted geometry (ωB97M-V with the def2-TZVPD basis set).

The energy above the lowest of the compared OMol25 structures with the same formula, charge and spin comes out at 165.70 kJ/mol. As for the orbital gap (alpha / beta): 6.98 / 7.07 eV. Its expectation value of S² is 0.76. The value obtained for the HOMO energy (alpha / beta) is -0.2643 / -0.2789 hartree.

Structure (ORCA input):
```
! RIJCOSX wB97M-V def2-TZVPD def2/J DEFGRID3
* xyz 0 2
Ti 0.658 -0.174 -0.400
C 1.626 2.750 1.264
C 0.569 3.395 0.590
C 0.546 2.929 -0.726
C 1.536 1.920 -0.863
C 2.238 1.874 0.384
H 1.918 2.937 2.285
H -0.018 4.204 1.002
H -0.102 3.276 -1.520
H 2.020 1.705 -1.815
H 3.180 1.360 0.531
O -1.474 -3.446 0.668
C -0.569 -2.634 0.707
O -0.159 -1.928 -0.275
C 0.087 -2.316 2.075
C -0.481 -0.945 2.505
C -0.220 -0.714 4.001
C 1.295 -0.458 3.995
C 1.608 -0.538 2.494
O 0.417 -0.026 1.875
C 1.598 -1.996 2.007
C 2.142 -2.051 0.555
O 2.503 -3.094 0.057
O 2.252 -0.892 -0.006
H -0.164 -3.116 2.774
H -1.513 -0.766 2.191
H -0.769 0.160 4.353
H -0.511 -1.571 4.601
H 1.536 0.531 4.384
H 1.857 -1.196 4.562
H 2.479 0.040 2.184
H 2.196 -2.673 2.620
N 2.833 -2.139 -4.762
C 1.813 -1.430 -4.219
C 1.747 -1.183 -2.844
N 0.775 -0.419 -2.305
C -0.126 0.098 -3.186
C -0.049 -0.180 -4.530
N 0.900 -0.940 -5.073
H 3.434 -2.696 -4.182
H 2.771 -2.351 -5.742
H 2.476 -1.609 -2.166
H -0.896 0.745 -2.783
H -0.782 0.214 -5.221
C -3.514 3.179 0.914
C -2.962 1.909 0.387
C -3.577 0.873 -0.287
C -2.552 -0.012 -0.652
N -1.377 0.468 -0.222
N -1.653 1.611 0.447
C -2.735 -1.304 -1.365
H -4.589 3.213 0.764
H -3.059 4.017 0.387
H -3.309 3.292 1.976
H -4.623 0.768 -0.494
H -0.864 2.257 0.691
H -3.617 -1.252 -1.997
H -2.881 -2.104 -0.636
H -1.861 -1.571 -1.960
*
```



Record 3
Entry from OMol25: an isolated molecule of C22H26N6OS (ωB97M-V with the def2-TZVPD basis set).

As for the SMILES: CCc1ccccc1Nc1nc(N)nc(CSCC(=O)Nc2ccc(C)c(C)c2)n1. As for the orbital gap: 8.53 eV. The value obtained for the HOMO energy is -0.2918 hartree.

Structure (ORCA input):
```
! RIJCOSX wB97M-V def2-TZVPD def2/J DEFGRID3
* xyz 0 1
C 2.789 -3.054 -1.198
C 2.904 -1.723 -0.448
C 2.347 -0.587 -1.264
C 3.219 0.260 -1.931
C 2.760 1.287 -2.736
C 1.398 1.471 -2.890
C 0.507 0.646 -2.231
C 0.967 -0.381 -1.412
N 0.092 -1.212 -0.721
C -1.254 -1.232 -0.650
N -1.739 -2.109 0.235
C -3.061 -2.155 0.329
N -3.608 -3.022 1.197
N -3.904 -1.426 -0.421
C -3.315 -0.588 -1.251
C -4.210 0.307 -2.038
S -4.212 1.983 -1.311
C -4.358 1.573 0.453
C -3.053 1.110 1.098
O -3.059 0.253 1.959
N -1.972 1.779 0.645
C -0.622 1.615 0.975
C 0.305 2.426 0.330
C 1.647 2.305 0.627
C 2.101 1.385 1.561
C 3.562 1.286 1.876
C 1.169 0.568 2.208
C 1.611 -0.427 3.239
C -0.180 0.688 1.910
N -2.011 -0.440 -1.414
H 1.753 -3.285 -1.433
H 3.198 -3.865 -0.598
H 3.343 -3.002 -2.132
H 2.394 -1.796 0.516
H 3.959 -1.527 -0.245
H 4.283 0.108 -1.817
H 3.462 1.933 -3.243
H 1.024 2.262 -3.523
H -0.555 0.780 -2.345
H 0.509 -1.861 -0.067
H -3.004 -3.408 1.901
H -4.583 -2.898 1.410
H -3.846 0.436 -3.055
H -5.231 -0.072 -2.025
H -5.118 0.802 0.579
H -4.689 2.490 0.945
H -2.145 2.425 -0.118
H -0.027 3.147 -0.402
H 2.359 2.939 0.117
H 3.743 1.505 2.928
H 4.130 1.988 1.272
H 3.933 0.281 1.678
H 2.028 0.088 4.105
H 2.386 -1.083 2.847
H 0.772 -1.033 3.570
H -0.899 0.058 2.408
*
```



Record 4
Entry from OMol25: a cluster of 2 separate species, C22H26NS2 in total at a distorted geometry (ωB97M-V with the def2-TZVPD basis set).

The energy above the lowest of the compared OMol25 structures with the same formula, charge and spin comes out at 302.53 kJ/mol. As for the orbital gap: 4.05 eV. The value obtained for the HOMO energy is -0.3625 hartree.

Structure (ORCA input):
```
! RIJCOSX wB97M-V def2-TZVPD def2/J DEFGRID3
* xyz 1 1
C -3.223 0.991 0.729
C -1.909 1.499 1.321
C -0.926 0.403 1.574
C -1.363 -0.949 1.704
C -0.412 -1.959 2.037
C 0.914 -1.616 2.225
C 1.392 -0.306 1.951
C 2.792 -0.014 1.942
C 3.349 0.959 1.112
C 4.552 1.745 1.318
C 4.666 2.676 0.270
C 3.563 2.459 -0.648
C 2.796 1.392 -0.188
C 0.422 0.699 1.680
C -0.848 -3.382 2.192
C -2.185 -3.668 1.510
C -3.186 -2.583 1.850
N -2.677 -1.269 1.516
C -3.698 -0.243 1.472
H -3.991 1.766 0.798
H -3.080 0.754 -0.332
H -1.464 2.240 0.645
H -2.122 2.029 2.264
H 1.632 -2.379 2.532
H 3.448 -0.598 2.584
H 5.221 1.603 2.169
H 5.444 3.425 0.135
H 3.397 3.057 -1.541
H 2.092 0.698 -0.640
H 0.740 1.740 1.584
H -0.077 -4.044 1.780
H -0.933 -3.628 3.262
H -2.041 -3.714 0.424
H -2.578 -4.634 1.836
H -4.121 -2.723 1.297
H -3.430 -2.628 2.927
H -3.992 0.036 2.500
H -4.579 -0.676 0.986
C 0.567 0.446 -4.967
C 0.565 1.928 -4.614
S 1.733 2.322 -3.266
C 1.087 1.395 -2.012
S 0.833 -0.275 -2.219
C 0.037 -0.427 -3.841
H -0.068 0.291 -5.847
H 1.583 0.132 -5.226
H 0.905 2.538 -5.459
H -0.422 2.282 -4.298
H 0.459 1.934 -1.303
H -1.022 -0.236 -3.633
H 0.158 -1.490 -4.093
*
```



DFT total energy: -65197.98813 -64041.52721 -45062.65413 -46386.48687 (eV)